one:
{
  "formula": "C7H8O",
  "method": "the ωB97M-V functional and the def2-TZVPD basis",
  "orbital_gap_ev": [6.26, 9.64],
  "charge": 0,
  "multiplicity": 3,
  "elements": ["C", "C", "C", "C", "C", "C", "C", "O", "H", "H", "H", "H", "H", "H", "H", "H"],
  "xyz": [[-1.14, -0.03, 0.25], [-2.57, -0.06, 0.23], [0.92, -1.10, 0.13], [1.00, 0.17, 1.15], [0.29, 0.80, -1.12], [-0.18, -0.64, -0.76], [-0.03, 1.00, 0.34], [-3.72, -0.22, 0.39], [1.78, -1.03, -0.52], [0.76, -2.21, 0.67], [0.72, -0.02, 2.20], [2.05, 0.73, 1.19], [1.40, 0.73, -1.42], [-0.39, 1.19, -1.90], [-0.59, -1.35, -1.52], [-0.31, 2.03, 0.68]]
}

two:
{
  "formula": "C7H8O",
  "method": "the ωB97M-V functional and the def2-TZVPD basis",
  "orbital_gap_ev": [7.90, 7.07],
  "charge": 0,
  "multiplicity": 3,
  "elements": ["C", "C", "C", "C", "C", "C", "C", "O", "H", "H", "H", "H", "H", "H", "H", "H"],
  "xyz": [[-1.58, 1.20, -1.33], [-2.07, 2.36, -1.45], [-0.88, -0.40, 0.90], [-1.86, 0.06, -0.71], [1.12, -0.81, -0.76], [0.16, 0.61, 1.15], [1.50, -0.06, 0.52], [-1.35, -1.32, 1.45], [-2.63, -0.75, -1.00], [0.71, -1.78, -0.56], [2.05, -1.03, -1.35], [0.38, -0.32, -1.39], [0.41, 0.68, 2.23], [-0.05, 1.61, 0.72], [2.24, 0.69, 0.28], [1.83, -0.75, 1.30]]
}

Which one is most stable, and which one is least stable? one is the most stable of them, while two is the least stable.

one:
{
  "formula": "C36H76N4O4",
  "method": "the ωB97M-V functional and the def2-TZVPD basis",
  "orbital_gap_ev": 8.42,
  "charge": 0,
  "smiles": "CC1(C)CCCC(C)(C)N1O.CC1(C)CCCC(C)(C)N1O.CC1(C)CCCC(C)(C)N1O.CC1(C)CCCC(C)(C)N1O",
  "elements": ["C", "C", "C", "C", "C", "C", "N", "O", "C", "C", "C", "H", "H", "H", "H", "H", "H", "H", "H", "H", "H", "H", "H", "H", "H", "H", "H", "H", "H", "H", "C", "C", "C", "C", "C", "C", "N", "O", "C", "C", "C", "H", "H", "H", "H", "H", "H", "H", "H", "H", "H", "H", "H", "H", "H", "H", "H", "H", "H", "H", "C", "C", "C", "C", "C", "C", "N", "O", "C", "C", "C", "H", "H", "H", "H", "H", "H", "H", "H", "H", "H", "H", "H", "H", "H", "H", "H", "H", "H", "H", "C", "C", "C", "C", "C", "C", "N", "O", "C", "C", "C", "H", "H", "H", "H", "H", "H", "H", "H", "H", "H", "H", "H", "H", "H", "H", "H", "H", "H", "H"],
  "xyz": [[-2.19, 1.62, 2.05], [-2.78, 1.78, 0.65], [-1.79, 1.15, -0.32], [-2.30, 0.91, -1.72], [-3.56, 0.04, -1.68], [-4.60, 0.55, -0.66], [-3.98, 0.93, 0.62], [-4.96, 1.48, 1.50], [-5.36, 1.71, -1.30], [-5.54, -0.59, -0.33], [-3.02, 3.27, 0.36], [-2.21, 0.58, 2.34], [-2.76, 2.22, 2.77], [-1.19, 2.05, 2.01], [-0.89, 1.77, -0.29], [-1.50, 0.18, 0.11], [-1.53, 0.35, -2.26], [-2.49, 1.78, -2.35], [-3.21, -0.96, -1.39], [-4.04, -0.02, -2.65], [-5.89, 1.32, -2.17], [-6.12, 2.07, -0.60], [-4.73, 2.54, -1.61], [-5.04, -1.38, 0.24], [-6.35, -0.31, 0.36], [-6.08, -1.03, -1.17], [-2.79, 3.50, -0.69], [-2.43, 3.91, 1.01], [-4.07, 3.57, 0.38], [-5.28, 0.70, 1.96], [-2.12, -4.66, -1.20], [-1.99, -4.91, 0.30], [-1.77, -3.56, 0.99], [-1.92, -3.61, 2.50], [-3.35, -4.01, 2.82], [-3.73, -5.37, 2.17], [-3.26, -5.40, 0.79], [-3.65, -6.61, 0.15], [-3.15, -6.53, 2.99], [-5.25, -5.44, 2.16], [-0.81, -5.86, 0.59], [-2.94, -3.96, -1.38], [-2.38, -5.59, -1.70], [-1.21, -4.26, -1.65], [-0.74, -3.27, 0.76], [-2.45, -2.81, 0.58], [-1.67, -2.61, 2.86], [-1.20, -4.28, 2.97], [-4.04, -3.28, 2.40], [-3.46, -4.07, 3.91], [-2.06, -6.53, 2.90], [-3.34, -6.39, 4.05], [-3.48, -7.49, 2.60], [-5.71, -4.93, 3.01], [-5.71, -5.01, 1.27], [-5.64, -6.46, 2.23], [-0.26, -5.57, 1.49], [-0.10, -5.89, -0.24], [-1.16, -6.89, 0.68], [-4.46, -6.35, -0.30], [3.86, 5.26, 2.95], [4.11, 3.77, 3.28], [3.63, 3.48, 4.68], [2.10, 3.51, 4.89], [1.41, 2.64, 3.84], [1.96, 2.66, 2.39], [3.40, 2.89, 2.37], [3.84, 3.01, 1.03], [1.69, 1.31, 1.75], [1.25, 3.74, 1.56], [5.60, 3.46, 3.24], [3.82, 5.43, 1.87], [4.68, 5.90, 3.29], [2.93, 5.64, 3.37], [3.95, 2.52, 5.08], [4.04, 4.26, 5.34], [1.69, 4.52, 4.83], [1.95, 3.08, 5.88], [0.39, 3.01, 3.69], [1.25, 1.62, 4.19], [0.63, 1.05, 1.72], [1.98, 1.31, 0.69], [2.33, 0.51, 2.14], [0.18, 3.77, 1.75], [1.62, 4.74, 1.82], [1.51, 3.62, 0.51], [5.77, 2.50, 3.72], [6.11, 4.18, 3.88], [6.04, 3.46, 2.24], [4.57, 2.38, 0.99], [3.73, -1.69, -5.59], [4.04, -0.31, -5.03], [3.63, 0.78, -6.02], [3.56, 2.14, -5.36], [2.50, 2.15, -4.28], [2.77, 1.11, -3.19], [3.28, -0.10, -3.79], [3.57, -1.08, -2.81], [3.72, 1.71, -2.13], [1.44, 0.84, -2.48], [5.54, -0.20, -4.71], [3.96, -2.48, -4.88], [4.33, -1.78, -6.51], [2.69, -1.71, -5.92], [4.38, 0.82, -6.82], [2.70, 0.54, -6.53], [3.25, 2.88, -6.10], [4.54, 2.49, -5.01], [1.50, 1.93, -4.66], [2.42, 3.17, -3.89], [4.65, 2.06, -2.58], [3.21, 2.58, -1.69], [3.97, 1.05, -1.30], [1.61, 0.24, -1.57], [0.92, 1.75, -2.18], [0.78, 0.22, -3.11], [6.17, -0.21, -5.60], [5.85, -1.10, -4.16], [5.78, 0.66, -4.09], [2.86, -1.72, -2.87]]
}

two:
{
  "formula": "C36H76N4O4",
  "method": "the ωB97M-V functional and the def2-TZVPD basis",
  "orbital_gap_ev": 8.08,
  "charge": 0,
  "smiles": "CC1(C)CCCC(C)(C)N1O.CC1(C)CCCC(C)(C)N1O.CC1(C)CCCC(C)(C)N1O.CC1(C)CCCC(C)(C)N1O",
  "elements": ["C", "C", "C", "C", "C", "C", "N", "O", "C", "C", "C", "H", "H", "H", "H", "H", "H", "H", "H", "H", "H", "H", "H", "H", "H", "H", "H", "H", "H", "H", "C", "C", "C", "C", "C", "C", "N", "O", "C", "C", "C", "H", "H", "H", "H", "H", "H", "H", "H", "H", "H", "H", "H", "H", "H", "H", "H", "H", "H", "H", "C", "C", "C", "C", "C", "C", "N", "O", "C", "C", "C", "H", "H", "H", "H", "H", "H", "H", "H", "H", "H", "H", "H", "H", "H", "H", "H", "H", "H", "H", "C", "C", "C", "C", "C", "C", "N", "O", "C", "C", "C", "H", "H", "H", "H", "H", "H", "H", "H", "H", "H", "H", "H", "H", "H", "H", "H", "H", "H", "H"],
  "xyz": [[-9.03, 15.57, -31.52], [-10.36, 16.25, -31.89], [-10.98, 16.84, -30.60], [-10.34, 18.23, -30.20], [-10.28, 19.17, -31.44], [-9.70, 18.61, -32.75], [-10.35, 17.29, -32.98], [-9.80, 16.80, -34.19], [-10.21, 19.55, -33.92], [-8.17, 18.70, -32.70], [-11.28, 15.12, -32.29], [-8.29, 16.20, -31.02], [-8.54, 15.17, -32.41], [-9.18, 14.76, -30.81], [-12.07, 16.86, -30.58], [-10.56, 16.20, -29.82], [-9.32, 18.28, -29.79], [-10.88, 18.71, -29.38], [-9.83, 20.10, -31.11], [-11.31, 19.50, -31.64], [-11.12, 19.23, -34.43], [-10.17, 20.62, -33.70], [-9.48, 19.50, -34.73], [-7.81, 18.48, -31.70], [-7.62, 18.05, -33.39], [-7.81, 19.71, -32.87], [-11.33, 14.32, -31.55], [-10.80, 14.56, -33.10], [-12.22, 15.50, -32.69], [-9.00, 16.36, -33.88], [-10.39, 18.26, -20.43], [-9.07, 17.97, -21.23], [-8.08, 17.31, -20.23], [-6.85, 16.61, -20.91], [-7.27, 15.55, -21.92], [-8.32, 16.08, -22.88], [-9.35, 16.97, -22.22], [-10.39, 17.28, -23.01], [-7.70, 16.94, -24.02], [-9.00, 14.80, -23.31], [-8.53, 19.35, -21.74], [-10.64, 17.49, -19.70], [-11.25, 18.34, -21.10], [-10.41, 19.18, -19.85], [-7.85, 18.10, -19.52], [-8.64, 16.52, -19.72], [-6.35, 16.13, -20.07], [-6.09, 17.32, -21.25], [-7.59, 14.73, -21.27], [-6.47, 15.06, -22.46], [-8.44, 17.62, -24.44], [-6.77, 17.44, -23.76], [-7.27, 16.26, -24.77], [-8.44, 14.08, -23.92], [-9.31, 14.24, -22.43], [-9.95, 14.90, -23.83], [-7.48, 19.36, -22.03], [-8.63, 20.11, -20.97], [-9.18, 19.79, -22.49], [-10.13, 17.19, -23.93], [-12.88, 17.81, -24.70], [-12.97, 18.78, -25.93], [-13.47, 18.04, -27.12], [-15.03, 17.98, -27.29], [-15.76, 19.33, -27.13], [-15.30, 20.09, -25.88], [-13.78, 20.06, -25.83], [-13.25, 20.85, -24.86], [-15.81, 21.51, -26.07], [-15.94, 19.44, -24.59], [-11.42, 18.99, -26.16], [-13.82, 17.43, -24.31], [-12.64, 18.32, -23.77], [-12.09, 17.07, -24.76], [-13.05, 18.36, -28.07], [-13.09, 17.02, -27.03], [-15.38, 17.26, -26.56], [-15.17, 17.63, -28.31], [-16.83, 19.22, -27.30], [-15.61, 19.94, -28.02], [-15.62, 21.96, -25.10], [-15.36, 22.14, -26.83], [-16.90, 21.59, -26.12], [-15.86, 18.35, -24.54], [-15.42, 19.84, -23.72], [-16.93, 19.85, -24.39], [-10.77, 18.99, -25.28], [-11.34, 19.77, -26.91], [-11.10, 18.09, -26.69], [-13.09, 21.65, -25.36], [-16.07, 15.10, -24.09], [-15.67, 15.04, -22.49], [-14.25, 14.33, -22.34], [-13.55, 14.66, -21.02], [-13.43, 16.19, -20.89], [-14.81, 16.93, -20.93], [-15.58, 16.46, -22.09], [-16.86, 17.00, -22.16], [-15.53, 16.68, -19.53], [-14.42, 18.41, -21.12], [-16.73, 14.34, -21.68], [-15.24, 14.84, -24.75], [-16.38, 16.08, -24.45], [-16.81, 14.31, -24.24], [-14.21, 13.32, -22.73], [-13.65, 14.91, -23.04], [-12.65, 14.09, -20.79], [-14.18, 14.14, -20.30], [-12.75, 16.44, -21.72], [-12.90, 16.48, -19.99], [-16.55, 17.04, -19.61], [-15.50, 15.70, -19.04], [-15.14, 17.33, -18.75], [-15.32, 19.02, -21.29], [-13.83, 18.84, -20.31], [-13.84, 18.73, -21.98], [-16.86, 14.77, -20.69], [-16.57, 13.28, -21.46], [-17.70, 14.61, -22.10], [-16.96, 17.11, -23.11]]
}

Which one is most stable, and which one is least stable? one is the most stable of them, while two is the least stable.

one:
{
  "formula": "C8H12N3O",
  "method": "the ωB97M-V functional and the def2-TZVPD basis",
  "orbital_gap_ev": 9.23,
  "charge": 1,
  "smiles": "C[n+]1onc(C(C)(C)C)c1C#N",
  "elements": ["C", "C", "C", "C", "C", "C", "C", "C", "N", "N", "N", "O", "H", "H", "H", "H", "H", "H", "H", "H", "H", "H", "H", "H"],
  "xyz": [[-1.25, -1.62, 0.37], [-1.10, -0.24, 0.28], [-0.05, 0.56, 0.17], [2.30, 1.24, 0.12], [1.42, -0.79, -1.25], [1.64, -0.90, 1.26], [-3.69, 0.38, -0.26], [1.38, 0.03, 0.08], [-1.53, -2.73, 0.47], [-0.45, 1.81, -0.03], [-2.26, 0.61, -0.04], [-1.71, 1.80, -0.22], [3.32, 1.14, -0.27], [1.92, 2.10, -0.38], [2.54, 1.72, 1.04], [1.14, -0.15, -2.24], [2.26, -1.29, -1.59], [0.70, -1.52, -1.17], [2.72, -1.15, 1.12], [1.72, -0.36, 2.23], [1.05, -1.91, 1.29], [-3.98, -0.67, -0.06], [-4.17, 1.15, 0.36], [-3.93, 0.80, -1.29]]
}

two:
{
  "formula": "C8H12N3O",
  "method": "the ωB97M-V functional and the def2-TZVPD basis",
  "orbital_gap_ev": [7.25, 7.25],
  "charge": 1,
  "elements": ["C", "C", "C", "C", "C", "C", "C", "C", "N", "N", "N", "O", "H", "H", "H", "H", "H", "H", "H", "H", "H", "H", "H", "H"],
  "xyz": [[1.15, -0.66, -1.46], [-0.12, -1.16, -1.50], [1.29, 0.62, -0.74], [-0.35, -2.17, 2.01], [-2.04, 1.54, 0.18], [-1.12, -0.60, -0.61], [-0.98, 0.77, -0.20], [2.48, 2.44, -0.12], [0.24, 1.30, -0.27], [0.08, -1.24, 1.29], [-2.18, -1.38, -0.37], [2.46, 1.17, -0.71], [2.10, -1.09, -1.88], [-0.37, -1.95, -2.30], [0.13, -2.63, 2.92], [-1.20, -2.74, 1.76], [-1.74, 2.49, 0.54], [-3.07, 1.31, 0.23], [3.37, 2.40, 0.46], [1.53, 2.42, 0.48], [2.56, 3.33, -0.87], [-3.00, -0.89, 0.01], [0.96, -0.78, 1.50], [-2.20, -2.49, -0.35]]
}

Which one is most stable, and which one is least stable? two is the most stable of them, while one is the least stable.